112
Properties=species:S:1:pos:R:3:forces:R:3:mulliken_charge:R:1 method="wB97M-V/def2-TZVPD" total_charge=-1 e_homo_ev=-5.471
Ti -1.832 0.859 0.050 0.9 0.8 -0.1 1.853
S -5.543 -0.747 2.439 -0.2 0.1 0.0 -0.626
Sb -3.382 -1.192 2.090 0.4 0.3 -0.1 0.171
S -1.984 1.084 2.315 -0.1 -0.9 -0.9 -0.767
S -3.106 -0.876 -0.436 0.3 0.3 0.2 -0.881
N 1.921 -4.365 -0.248 -0.2 0.1 -0.4 -0.121
P 2.586 -4.299 1.360 0.0 -0.7 -1.4 -0.305
C 3.084 -6.066 1.635 -0.2 0.7 0.7 0.482
C 2.761 -7.159 0.843 1.2 0.6 0.8 -0.546
C 3.257 -8.409 1.232 -1.1 -1.1 -1.4 -0.298
C 3.972 -8.629 2.390 0.2 0.7 -0.1 -0.597
C 4.240 -7.512 3.192 -0.1 -0.7 1.3 -0.284
C 3.749 -6.273 2.861 -0.2 1.2 0.2 -0.333
C 4.212 -3.527 0.952 0.0 -1.0 1.1 0.621
C 4.101 -2.170 0.905 1.2 1.9 -0.3 -0.367
C 5.231 -1.346 0.641 -2.0 0.4 -0.3 -0.711
C 6.448 -1.926 0.525 1.8 -0.6 0.1 -0.563
C 6.605 -3.305 0.770 -0.1 0.3 0.0 -0.515
C 5.488 -4.108 0.929 0.4 0.2 -0.2 -0.305
P 0.821 -3.043 -0.670 0.0 -1.0 0.5 0.109
C -0.788 -3.900 -1.146 -0.7 -0.3 0.0 0.417
C -1.798 -3.961 -0.133 0.7 -1.4 -2.1 -0.796
C -2.991 -4.615 -0.416 0.2 -0.4 -1.4 -0.703
C -3.210 -5.152 -1.704 -1.3 0.2 1.3 -0.305
C -2.269 -5.078 -2.707 -1.9 -0.4 -1.0 -0.638
C -1.100 -4.460 -2.422 2.0 1.7 0.1 0.092
C 1.465 -2.586 -2.301 2.2 -1.7 0.0 1.289
C 0.619 -1.924 -3.139 -1.7 1.1 -0.9 -0.761
C 0.880 -1.625 -4.458 1.7 0.7 -0.2 -0.993
C 2.166 -1.871 -4.908 0.5 0.0 -1.1 -0.702
C 3.097 -2.477 -4.096 -0.6 -0.5 1.5 -0.830
C 2.778 -2.920 -2.782 -1.0 0.9 -1.4 -0.568
H 2.477 -4.829 -1.009 -0.8 0.7 1.0 0.363
H 2.223 -6.955 -0.062 -0.3 -0.4 -0.4 0.452
H 2.992 -9.261 0.568 0.3 0.5 0.6 0.291
H 4.296 -9.634 2.657 0.0 0.3 0.0 0.379
H 4.709 -7.637 4.181 -0.1 0.0 -0.6 0.332
H 3.824 -5.405 3.585 0.2 -1.1 -1.0 0.273
H 3.169 -1.678 1.107 -0.5 0.1 -0.2 0.266
H 5.073 -0.268 0.460 0.1 -0.7 0.2 0.378
H 7.341 -1.342 0.266 -0.4 -0.1 0.3 0.347
H 7.608 -3.720 0.894 -0.3 0.0 -0.4 0.357
H 5.640 -5.171 1.024 -0.2 -0.2 0.2 0.387
H -1.646 -3.650 0.860 0.5 0.8 1.0 0.716
H -3.781 -4.715 0.310 0.0 0.1 0.2 0.407
H -4.219 -5.529 -1.904 0.4 -0.1 0.0 0.319
H -2.585 -5.371 -3.753 0.8 0.2 1.3 0.292
H -0.487 -4.228 -3.303 0.3 -0.3 0.7 0.243
H -0.338 -1.544 -2.808 -0.3 -0.3 0.5 0.760
H 0.305 -0.962 -5.082 -0.8 -0.2 0.1 0.520
H 2.524 -1.576 -5.914 -0.6 0.0 0.7 0.292
H 4.081 -2.558 -4.490 0.8 -0.4 0.0 0.424
H 3.563 -3.485 -2.274 -0.5 0.4 0.4 0.290
O 2.527 1.823 -4.247 0.2 -0.3 0.2 -0.617
C 1.720 1.442 -3.441 -0.7 0.7 -1.3 -0.017
C 0.195 1.727 -3.615 -0.2 1.5 -0.9 0.298
O -0.318 2.248 -4.605 0.7 -1.0 1.0 -0.742
C -0.404 1.480 -2.312 2.8 -0.9 -0.5 0.811
C 0.592 0.954 -1.471 0.0 -0.4 0.3 0.284
O 0.202 0.665 -0.241 -0.9 0.0 -0.2 -0.421
C 1.933 0.720 -2.148 -1.7 -0.4 0.7 0.209
O 2.859 0.006 -1.844 0.1 0.6 0.4 -0.566
O -1.582 1.651 -1.899 -1.6 0.0 1.1 -0.547
N 3.986 -0.438 4.760 -0.1 -1.8 -0.6 -0.853
N 3.123 0.220 3.917 0.7 -0.7 0.9 1.345
N 2.085 -0.342 3.378 0.0 -0.6 -0.6 -0.525
C 1.568 0.693 2.716 -1.1 -1.4 0.4 0.063
N 2.228 1.784 2.980 0.0 3.1 -0.8 0.029
N 3.235 1.499 3.737 0.3 0.0 -0.1 -1.020
H 4.666 -1.013 4.237 -0.6 0.6 0.2 0.259
H 4.421 0.251 5.311 0.8 0.8 0.6 0.293
H 0.642 0.643 2.163 0.3 0.0 -0.1 0.421
C -4.300 3.686 -3.180 -0.4 -1.1 2.1 -1.016
Si -3.414 4.786 -1.961 1.2 -0.2 -0.3 0.897
C -1.666 5.187 -2.559 0.3 -0.1 -0.9 -0.594
C -4.299 6.370 -1.821 -1.5 1.5 -0.7 -1.281
Sb -2.986 3.562 0.192 0.9 -0.4 0.3 -0.414
Si -4.863 3.838 1.781 -0.1 -0.2 2.2 0.971
C -5.355 5.663 2.121 1.7 -0.4 -0.4 -1.083
C -6.255 3.018 0.939 -1.1 -1.7 -0.2 -1.016
C -4.679 2.882 3.469 -0.6 0.1 -2.0 -1.004
Si -0.932 4.825 1.177 1.6 -0.5 -0.2 0.312
C -0.855 6.654 0.818 -0.4 0.4 -1.1 -1.141
C -0.688 4.705 3.028 0.0 -0.1 0.2 -0.984
C 0.629 4.078 0.363 0.1 0.6 -0.9 -0.161
H -4.164 4.006 -4.176 0.0 0.4 -1.2 0.453
H -5.367 3.571 -2.885 0.5 0.3 -0.4 0.289
H -3.864 2.682 -3.040 0.0 0.3 -0.3 0.127
H -1.735 5.600 -3.596 0.0 -0.2 0.7 0.412
H -1.037 4.287 -2.655 -0.3 0.2 0.1 -0.104
H -1.099 5.905 -1.950 -0.4 -0.2 -0.1 0.208
H -5.374 6.257 -1.607 0.0 -0.4 -0.6 0.329
H -4.176 6.871 -2.831 -0.4 -0.5 1.0 0.287
H -4.113 7.137 -1.086 1.1 0.1 0.4 0.431
H -5.801 6.066 1.191 0.2 0.2 0.7 0.245
H -4.413 6.204 2.439 -1.1 -0.3 -0.6 0.228
H -6.025 5.681 2.966 -0.5 0.1 0.1 0.415
H -6.300 3.385 -0.092 -0.6 0.1 0.1 0.268
H -7.173 3.183 1.553 0.3 0.3 -0.8 0.344
H -6.211 1.886 0.867 0.4 1.2 0.2 0.206
H -3.732 2.790 3.926 1.3 -0.2 0.1 0.312
H -5.116 1.876 3.277 0.3 0.6 0.4 0.079
H -5.237 3.461 4.167 -1.0 0.3 0.6 0.413
H -1.466 7.192 1.534 -0.2 0.3 0.0 0.323
H -1.209 6.869 -0.212 0.0 0.0 0.7 0.228
H 0.162 7.062 0.842 0.0 -0.3 0.3 0.359
H -1.297 5.464 3.508 -0.2 0.1 0.2 0.303
H 0.365 4.937 3.265 -0.3 -0.1 -0.3 0.354
H -0.916 3.743 3.477 0.0 -0.1 0.0 0.251
H 1.494 4.003 1.007 0.1 0.3 0.7 0.524
H 1.003 4.642 -0.525 -0.6 -0.1 0.5 0.323
H 0.537 3.066 0.022 -0.4 -0.7 -0.2 -0.401

92
Properties=species:S:1:pos:R:3:forces:R:3:mulliken_charge:R:1 method="wB97M-V/def2-TZVPD" smiles=CCCCCPCOCCC.c1ccccc1.c1ccccc1.c1ccccc1.c1ccccc1.c1ccccc1 total_charge=0 e_homo_ev=-8.221
C -4.478 0.522 2.098 -0.4 0.3 -0.4 -0.849
C -3.590 1.558 3.045 -1.3 0.8 -0.8 -0.144
C -3.549 3.032 2.259 -1.2 -0.2 0.8 -0.731
C -3.091 4.235 3.273 -0.7 -0.6 0.4 -0.532
C -1.487 4.297 3.603 0.0 0.4 1.3 -0.442
P -0.342 3.702 2.196 0.5 1.3 -0.8 -0.189
C 1.400 3.325 2.981 0.5 -1.5 0.7 -0.334
O 1.959 4.472 3.715 0.4 -2.0 0.7 -0.346
C 2.962 4.050 4.717 0.9 -0.5 1.5 -0.373
C 2.715 4.789 6.196 -0.5 0.1 0.3 -0.435
C 1.123 5.225 6.414 0.6 0.7 0.5 -0.719
H -5.521 0.296 2.632 2.4 0.2 -1.2 0.175
H -4.770 1.051 1.071 0.7 -1.0 2.2 0.246
H -3.899 -0.456 1.804 -1.2 1.8 0.8 0.278
H -2.523 1.155 3.312 -2.2 0.8 -0.4 0.288
H -4.270 1.755 4.004 1.9 -0.5 -1.8 0.141
H -4.690 3.247 1.981 2.4 -0.5 0.5 0.218
H -2.977 2.993 1.239 -0.9 0.1 2.0 0.412
H -3.555 5.258 2.897 1.4 -2.0 0.6 0.306
H -3.635 4.016 4.313 1.1 0.5 -2.2 0.222
H -1.181 3.712 4.584 -1.0 1.2 -1.8 0.199
H -1.221 5.442 3.799 -0.3 -2.6 -0.5 0.296
H -0.775 2.387 1.729 0.4 0.5 1.1 0.010
H 1.197 2.404 3.712 0.9 1.9 -1.3 0.289
H 2.201 3.019 2.155 -2.0 0.4 1.6 0.307
H 2.941 2.881 4.938 -0.3 2.4 -0.8 0.252
H 4.083 4.284 4.384 -2.5 -0.3 0.3 0.265
H 3.450 5.716 6.332 -1.8 -1.9 -0.5 0.271
H 2.974 4.048 7.095 -0.4 1.4 -2.2 0.248
H 0.756 5.926 5.550 0.7 -1.6 1.6 0.166
H 1.046 5.871 7.412 0.2 -1.5 -2.1 0.330
H 0.431 4.282 6.532 1.4 1.9 -0.4 0.184
C 2.404 -0.196 1.534 0.1 0.0 -0.2 -0.326
C 3.315 -1.240 1.373 0.0 0.1 -0.1 -0.468
C 3.978 -1.407 0.158 -0.1 0.2 0.0 -0.368
C 3.737 -0.524 -0.895 0.0 0.0 0.2 -0.547
C 2.828 0.521 -0.733 0.0 -0.1 0.1 -0.590
C 2.159 0.683 0.479 0.1 -0.2 0.0 -0.047
H 1.885 -0.068 2.480 0.1 0.0 -0.1 0.351
H 3.508 -1.923 2.196 0.0 0.1 -0.1 0.371
H 4.683 -2.225 0.031 -0.1 0.1 0.0 0.440
H 4.257 -0.652 -1.841 -0.1 0.0 0.1 0.471
H 2.642 1.210 -1.554 0.0 -0.1 0.1 0.396
H 1.447 1.495 0.603 0.1 -0.1 -0.1 0.303
C 2.783 -2.759 -3.471 0.0 -0.1 -0.2 -0.415
C 2.226 -1.928 -4.442 0.1 -0.1 0.0 -0.466
C 2.456 -2.182 -5.794 0.1 -0.1 0.1 -0.546
C 3.237 -3.273 -6.175 0.0 0.1 0.2 -0.422
C 3.791 -4.106 -5.203 -0.1 0.1 0.0 -0.473
C 3.568 -3.847 -3.851 -0.1 0.1 -0.1 -0.505
H 2.606 -2.559 -2.417 0.0 0.0 -0.2 0.554
H 1.611 -1.081 -4.145 0.1 -0.1 0.0 0.498
H 2.027 -1.530 -6.550 0.1 -0.1 0.1 0.476
H 3.413 -3.474 -7.228 0.0 0.0 0.1 0.375
H 4.398 -4.958 -5.501 -0.1 0.1 0.1 0.407
H 4.005 -4.493 -3.095 -0.1 0.0 -0.1 0.520
C -9.032 1.638 3.878 0.1 0.1 -0.1 -0.379
C -9.744 2.236 2.839 0.1 0.1 0.0 -0.406
C -9.210 3.336 2.168 0.1 -0.1 0.1 -0.370
C -7.958 3.833 2.531 -0.1 -0.2 0.1 -0.495
C -7.244 3.233 3.569 -0.1 -0.1 0.0 -0.093
C -7.782 2.139 4.245 -0.1 0.1 -0.2 -0.512
H -9.450 0.783 4.403 0.1 0.1 -0.1 0.361
H -10.717 1.844 2.552 0.1 0.1 0.1 0.353
H -9.769 3.805 1.363 0.1 -0.1 0.1 0.357
H -7.540 4.687 2.006 -0.1 -0.1 0.1 0.378
H -6.268 3.619 3.850 -0.1 0.0 0.0 0.439
H -7.228 1.675 5.057 -0.1 0.1 -0.1 0.378
C -3.323 -1.101 -6.876 0.1 -0.1 0.1 -0.337
C -2.082 -1.657 -7.182 -0.1 0.0 0.2 -0.513
C -1.260 -2.135 -6.161 -0.2 0.1 0.0 -0.281
C -1.685 -2.065 -4.834 -0.1 0.1 -0.1 -0.415
C -2.928 -1.511 -4.529 0.1 0.0 -0.2 -0.381
C -3.745 -1.025 -5.549 0.2 -0.1 -0.1 -0.397
H -3.962 -0.725 -7.671 0.1 -0.1 0.1 0.350
H -1.754 -1.718 -8.217 0.0 0.0 0.2 0.355
H -0.290 -2.563 -6.399 -0.2 0.0 0.1 0.469
H -1.047 -2.441 -4.039 -0.1 0.0 -0.1 0.422
H -3.259 -1.458 -3.494 0.1 0.0 -0.2 0.370
H -4.711 -0.589 -5.310 0.1 -0.1 0.0 0.349
C 6.780 -6.117 -1.851 0.0 -0.1 -0.2 -0.342
C 6.881 -5.444 -3.068 0.0 -0.1 0.0 -0.376
C 7.217 -6.143 -4.227 0.0 -0.1 0.2 -0.385
C 7.443 -7.519 -4.171 -0.1 0.1 0.1 -0.420
C 7.338 -8.193 -2.954 0.0 0.2 0.0 -0.349
C 7.011 -7.492 -1.794 0.0 0.1 -0.2 -0.426
H 6.521 -5.571 -0.948 0.0 -0.1 -0.1 0.373
H 6.698 -4.373 -3.114 0.0 -0.2 0.0 0.460
H 7.303 -5.617 -5.174 0.0 -0.1 0.1 0.403
H 7.700 -8.064 -5.075 0.0 0.1 0.1 0.355
H 7.512 -9.265 -2.911 0.0 0.2 0.0 0.351
H 6.935 -8.016 -0.845 0.0 0.1 -0.1 0.357